A structure of composition C31H30N6O6S2Tl. Source: OMol25; level of theory: ωB97M-V/def2-TZVPD.

Computed properties:
* total charge: -1
* molar mass: 851.1 g mol⁻¹
* ΔE to the lowest compared entry with this formula, charge and spin: 0.0 kJ/mol

Last column: Löwdin charge in e.
CARTESIAN COORDINATES (ANGSTROEM)
1 Tl 0.1432 -0.5373 -0.8589  0.8088
2 C 0.4248 -2.3208 4.1523  -0.0192
3 C -0.2869 -1.3508 3.2548  -0.3107
4 N 0.3248 -0.5128 2.5142  0.0664
5 N 1.6766 -0.4280 2.5813  0.0097
6 C 2.3074 0.4804 1.7915  -0.7637
7 N 3.5972 0.6772 2.0137  0.1494
8 S 1.4907 1.3631 0.5968  0.7879
9 C -1.7758 -1.3536 3.1088  -0.2737
10 C -2.5588 -2.3442 3.6903  -0.0272
11 C -3.9250 -2.3483 3.4539  -0.0673
12 C -4.4678 -1.3619 2.6547  -0.0633
13 C -3.6091 -0.3954 2.1444  -0.1340
14 N -2.3061 -0.3779 2.3644  0.1273
15 H 1.1746 -1.8030 4.7556  0.0853
16 H -0.2408 -2.8325 4.8387  0.0637
17 H 0.9305 -3.0805 3.5492  0.0936
18 H 2.2285 -1.0734 3.1320  0.1427
19 H 4.2467 0.0080 2.4778  0.0817
20 H 4.0721 1.2435 1.3274  0.1096
21 H -2.1206 -3.1273 4.2896  0.0985
22 H -4.5490 -3.1212 3.8841  0.1051
23 H -5.5250 -1.3291 2.4294  0.0993
24 H -3.9984 0.4038 1.5211  0.0976
25 O 5.6919 -1.0270 2.5445  -0.0811
26 C 6.0875 -1.3097 1.3722  -0.6767
27 O 7.2211 -1.3201 0.8988  0.0109
28 C 4.8942 -1.5855 0.4584  -0.1166
29 C 3.9232 -2.4874 0.8881  -0.0135
30 C 2.6818 -2.4670 0.3017  -0.1696
31 N 2.3596 -1.5900 -0.6554  0.0196
32 C 3.3154 -0.8099 -1.1651  -0.1988
33 C 4.6097 -0.8167 -0.6624  0.0552
34 C 2.8883 0.1795 -2.2551  -0.6365
35 O 3.7714 0.7681 -2.8611  0.0439
36 O 1.6254 0.2938 -2.4258  -0.1515
37 H 4.1191 -3.1274 1.7386  0.1202
38 H 1.8707 -3.0962 0.6483  0.0473
39 H 5.3393 -0.1367 -1.0807  0.1350
40 C -0.4529 2.8027 -1.6995  -0.1051
41 N -1.2951 1.9961 -0.8252  -0.3216
42 C -1.5832 2.6838 0.4256  -0.1170
43 C -2.5295 1.6338 -1.4936  -0.1855
44 C -2.4035 0.4879 -2.4693  -0.2343
45 C -3.3234 0.4318 -3.5163  -0.0551
46 C -3.3397 -0.6320 -4.4017  -0.0934
47 C -2.4182 -1.6573 -4.2510  -0.0861
48 C -1.4924 -1.6009 -3.2192  -0.1104
49 C -1.4756 -0.5336 -2.3220  -0.1943
50 H -0.9531 3.7477 -1.9675  0.0916
51 H -0.2158 2.2431 -2.6045  0.0888
52 H 0.4896 3.0331 -1.2034  0.0498
53 H -2.2088 3.5779 0.2619  0.0897
54 H -0.6549 2.9950 0.8982  0.0433
55 H -2.0927 2.0026 1.1079  0.0654
56 H -2.9509 2.5001 -2.0317  0.1229
57 H -3.2642 1.3685 -0.7281  0.1182
58 H -4.0351 1.2427 -3.6362  0.1064
59 H -4.0578 -0.6542 -5.2123  0.0964
60 H -2.4034 -2.4912 -4.9424  0.0997
61 H -0.7644 -2.3949 -3.1348  0.0866
62 O -2.3489 -6.8364 -4.7971  0.0980
63 C -1.1208 -6.6496 -4.2438  -0.4841
64 O -0.1760 -7.2248 -4.7091  0.1098
65 C -1.0477 -5.7249 -3.0784  -0.1518
66 C 0.2067 -5.2523 -2.6964  -0.0072
67 C 0.3387 -4.3784 -1.6340  -0.0960
68 C -0.7820 -3.9468 -0.9124  -0.6675
69 S -0.6753 -2.8034 0.4164  0.6415
70 C -2.0337 -4.4496 -1.2827  -0.1159
71 C -2.1642 -5.3203 -2.3474  -0.0386
72 H -2.9813 -6.2348 -4.3877  0.0813
73 H 1.0733 -5.5749 -3.2580  0.1234
74 H 1.3168 -3.9980 -1.3714  0.0870
75 H -2.9067 -4.1244 -0.7320  0.1002
76 H -3.1587 -5.6902 -2.5774  0.1087

***

A structure of composition C31H31BBaN9STe. Source: OMol25; level of theory: ωB97M-V/def2-TZVPD.

Computed properties:
* molar mass: 837.5 g mol⁻¹
* ⟨S²⟩: 0.772
* ΔE to the lowest compared entry with this formula, charge and spin: 102.2 kJ/mol
* 2S+1: 2

Last column: Löwdin charge in e.
CARTESIAN COORDINATES (ANGSTROEM)
1 Ba 1.1971 1.7024 0.4855  1.6915
2 C 2.4918 -1.7817 1.8791  -0.0189
3 C 1.5327 -1.9373 0.7493  -0.3590
4 C 0.9098 -3.1083 0.3089  -0.0145
5 C 0.2570 -2.7503 -0.8480  -0.0513
6 N 0.4935 -1.4462 -1.0817  0.0193
7 N 1.2576 -0.9286 -0.0744  -0.0657
8 B 0.2780 -0.5551 -2.3263  -0.6529
9 N 1.6683 0.0761 -2.6681  -0.0023
10 C 2.5889 -0.4524 -3.4936  -0.0609
11 C 3.7549 0.2705 -3.3709  -0.0120
12 C 3.4616 1.2432 -2.4081  -0.3702
13 C 4.3462 2.3284 -1.8790  -0.0364
14 N 2.2078 1.1127 -1.9853  -0.0717
15 N -0.8065 0.5461 -2.0986  0.0108
16 C -2.0720 0.4517 -2.5475  -0.0557
17 C -2.7235 1.6313 -2.2714  -0.0092
18 C -1.7628 2.4260 -1.6345  -0.3885
19 C -1.8914 3.8344 -1.1612  -0.0511
20 N -0.6162 1.7612 -1.5219  -0.0843
21 N -0.1755 -1.3294 -3.5712  -0.0310
22 C -0.2133 -0.7986 -4.8165  -0.0965
23 C -0.9023 -1.6638 -5.6271  -0.0203
24 C -1.2775 -2.7224 -4.7741  -0.3568
25 C -2.0345 -3.9667 -5.1137  -0.0387
26 N -0.8478 -2.5061 -3.5422  0.1144
27 H 2.1928 -2.3859 2.7310  0.0761
28 H 2.5624 -0.7490 2.2303  0.0535
29 H 3.4860 -2.1057 1.5628  0.0878
30 H 0.9267 -4.0774 0.7767  0.1076
31 H -0.3360 -3.3208 -1.5384  0.0995
32 H 2.3616 -1.3069 -4.1076  0.1275
33 H 4.6802 0.1183 -3.8993  0.1017
34 H 5.3769 2.1576 -2.1835  0.0797
35 H 4.3351 2.3650 -0.7857  0.0576
36 H 4.0409 3.3068 -2.2531  0.0807
37 H -2.4260 -0.4379 -3.0426  0.1249
38 H -3.7420 1.8884 -2.5069  0.1048
39 H -2.8439 3.9952 -0.6576  0.0792
40 H -1.8304 4.5288 -2.0011  0.0851
41 H -1.0950 4.0896 -0.4612  0.0237
42 H 0.2386 0.1568 -5.0279  0.1288
43 H -1.1080 -1.5568 -6.6786  0.0982
44 H -2.5481 -3.8545 -6.0674  0.0717
45 H -2.7723 -4.1887 -4.3436  0.0741
46 H -1.3630 -4.8232 -5.1892  0.0751
47 C -2.9110 -3.0118 1.3512  -0.0932
48 C -2.1716 -3.6705 2.3591  -0.0928
49 C -1.2653 -2.9736 3.1034  -0.0349
50 C -1.0625 -1.5870 2.8592  -0.2848
51 N -1.7986 -0.9680 1.8833  -0.1155
52 C -2.6831 -1.6700 1.1717  -0.1747
53 C -0.1301 -0.7613 3.5276  -0.2550
54 C 0.7816 -1.2094 4.5291  -0.0708
55 C 1.8011 -0.4185 4.9833  -0.1146
56 C 1.9752 0.8951 4.4947  -0.1248
57 C 1.0051 1.4086 3.6424  -0.3051
58 C -0.0519 0.6306 3.1804  -0.5594
59 H -3.6336 -3.5320 0.7394  0.0895
60 H -2.3221 -4.7273 2.5418  0.0997
61 H -0.6987 -3.4785 3.8744  0.0986
62 H -3.2264 -1.1074 0.4171  0.1056
63 H 0.6858 -2.2124 4.9274  0.1021
64 H 2.4857 -0.8074 5.7272  0.0998
65 H 2.7836 1.5201 4.8490  0.0885
66 H 1.0224 2.4752 3.4171  0.0652
67 Te -1.7305 1.4890 2.2436  1.3392
68 C -1.4007 3.4319 3.1708  -0.8793
69 C -1.1661 3.7206 4.4859  -0.2521
70 C -1.1492 5.1137 4.7795  -0.1969
71 C -1.3713 5.8815 3.6788  -0.4334
72 S -1.6020 4.9026 2.2919  0.9075
73 H -1.0105 2.9508 5.2306  0.1065
74 H -0.9872 5.5226 5.7667  0.1001
75 H -1.4266 6.9558 3.6093  0.0597

***

A cluster of 2 separate species, C31H31BF4O3 in total. Source: OMol25; level of theory: ωB97M-V/def2-TZVPD.

Computed properties:
* molar mass: 538.4 g mol⁻¹
* ΔE to the lowest compared entry with this formula, charge and spin: 0.0 kJ/mol
* SMILES string: CC1(C)OB([C@H](c2ccccc2)c2ccc(F)cc2)OC1(C)C.Cc1ccc(-c2ccc(C(F)(F)F)cc2)o1

Last column: natural (NBO) charge in e.
CARTESIAN COORDINATES (ANGSTROEM)
1 C -2.9898 4.4753 1.5005  -0.6649
2 C -2.1027 3.7955 2.4205  0.3032
3 C -2.2011 3.5451 3.7682  -0.3229
4 C -1.0371 2.8094 4.1262  -0.2660
5 C -0.2755 2.6421 2.9772  0.2170
6 B -3.3384 -1.2976 2.6102  1.2176
7 C 1.0934 2.2370 2.8263  0.0174
8 C 1.9061 2.0637 3.9750  -0.1919
9 C 3.2208 1.6420 3.8587  -0.1858
10 C 3.7411 1.3967 2.5953  -0.1606
11 C 5.1571 0.9091 2.4661  0.9784
12 F 5.3225 0.1034 1.3742  -0.3281
13 F 6.0427 1.9495 2.3321  -0.3305
14 F 5.5526 0.1898 3.5598  -0.3281
15 C 2.9979 1.6360 1.4412  -0.1719
16 C 1.6979 2.0970 1.5566  -0.2156
17 O -3.7992 -1.9677 3.6993  -0.7523
18 C -5.1955 -1.5605 3.7900  0.2484
19 C -5.9941 -2.7738 4.2130  -0.6259
20 C -5.2866 -0.5097 4.8905  -0.6370
21 C -5.5461 -1.0043 2.3405  0.2415
22 C -6.3669 -1.9560 1.4849  -0.6268
23 C -6.2160 0.3612 2.2910  -0.6286
24 O -4.2640 -0.8685 1.6887  -0.7468
25 O -0.9371 3.2559 1.9274  -0.4235
26 H -3.5043 5.2789 2.0417  0.2341
27 H -2.4604 4.9022 0.6418  0.2376
28 H -3.7606 3.7773 1.1352  0.2302
29 H -2.9918 3.8658 4.4417  0.2303
30 H -0.7619 2.4480 5.1124  0.2349
31 H 1.4848 2.2669 4.9613  0.2194
32 H 3.8366 1.4980 4.7438  0.2365
33 H 3.4413 1.4725 0.4624  0.2323
34 H 1.1342 2.3452 0.6580  0.2277
35 H -7.0645 -2.5327 4.2096  0.2122
36 H -5.8167 -3.6331 3.5571  0.2240
37 H -5.7225 -3.0567 5.2364  0.2222
38 H -6.3017 -0.1023 4.9589  0.2195
39 H -5.0548 -0.9849 5.8527  0.2230
40 H -4.5783 0.3152 4.7377  0.2157
41 H -7.4013 -1.9938 1.8494  0.2084
42 H -6.3824 -1.5863 0.4522  0.2262
43 H -5.9420 -2.9665 1.4816  0.2165
44 H -7.1960 0.3259 2.7856  0.2112
45 H -5.6045 1.1444 2.7566  0.2178
46 H -6.3795 0.6434 1.2430  0.2253
47 F 1.5400 -1.7239 6.7921  -0.3495
48 C 0.7043 -1.3638 5.7640  0.4520
49 C 1.1824 -1.4176 4.4574  -0.3087
50 C 0.3283 -1.0174 3.4318  -0.1978
51 C -1.0001 -0.6276 3.6852  -0.0347
52 C -1.9262 -0.2205 2.5729  -0.5776
53 C -1.4393 -0.6044 1.1945  0.1076
54 C -1.0448 0.3366 0.2389  -0.2538
55 C -0.3146 -0.0636 -0.8806  -0.2065
56 C -0.0446 -1.4190 -1.0994  -0.2351
57 C -0.5821 -2.3796 -0.2300  -0.1941
58 C -1.3098 -1.9742 0.8904  -0.2514
59 C -1.4282 -0.5822 5.0230  -0.1836
60 C -0.5822 -0.9331 6.0756  -0.3157
61 H 2.2001 -1.7345 4.2384  0.2334
62 H 0.6972 -1.0267 2.4030  0.2277
63 H -2.2989 0.8044 2.6607  0.2532
64 H -1.3050 1.3840 0.3907  0.2198
65 H 0.0434 0.6951 -1.5807  0.2119
66 H 0.5786 -1.7307 -1.9392  0.2154
67 H -0.4355 -3.4447 -0.4271  0.2147
68 H -1.7335 -2.7264 1.5642  0.2110
69 H -2.4507 -0.2666 5.2398  0.2126
70 H -0.9162 -0.8730 7.1111  0.2279